{
  "formula": "C57H50BrN13O2Ti",
  "method": "wB97M-V/def2-TZVPD",
  "de_lowest_kj_mol": 132.9,
  "lumo_energy_ha": -0.0259,
  "energy_ha": -6487.9830,
  "species": ["Ti", "N", "C", "N", "C", "N", "N", "C", "C", "C", "C", "C", "C", "N", "C", "C", "C", "C", "C", "C", "H", "H", "H", "H", "H", "H", "H", "H", "H", "H", "H", "C", "C", "C", "C", "C", "C", "C", "C", "C", "C", "N", "C", "C", "C", "C", "C", "N", "H", "H", "H", "H", "H", "H", "H", "H", "H", "H", "H", "H", "H", "H", "H", "H", "H", "Br", "C", "C", "C", "C", "C", "C", "N", "N", "C", "C", "C", "C", "O", "C", "N", "C", "C", "C", "C", "H", "H", "H", "H", "H", "H", "H", "H", "H", "C", "C", "C", "C", "C", "N", "C", "O", "N", "C", "C", "C", "C", "N", "C", "C", "C", "H", "H", "H", "H", "H", "H", "H", "H", "H", "H", "H", "H", "H"],
  "xyz": [[0.184248, 0.537741, 0.120772], [3.182719, -0.294475, 3.759680], [2.018894, -0.088419, 3.103998], [1.930515, 0.351561, 1.904245], [3.098670, 0.716907, 1.230344], [3.027000, 1.445910, 0.168156], [1.771114, 1.683939, -0.298722], [1.644394, 2.755577, -1.106296], [0.354881, 3.100186, -1.497769], [0.058432, 4.200042, -2.345202], [-1.242202, 4.528951, -2.591373], [-2.267318, 3.741316, -2.022799], [-1.916825, 2.656514, -1.259184], [-0.648870, 2.318935, -0.974176], [4.389867, 0.359491, 1.799995], [5.595190, 0.500427, 1.116800], [6.789003, 0.176924, 1.734589], [6.797826, -0.268178, 3.051149], [5.609680, -0.417349, 3.745441], [4.409115, -0.125706, 3.113493], [3.176207, -0.650065, 4.699801], [1.109570, -0.304625, 3.650194], [2.505187, 3.366210, -1.349124], [0.877210, 4.760716, -2.776510], [-1.481490, 5.380906, -3.215005], [-3.310396, 3.974478, -2.186086], [-2.690490, 2.019957, -0.846735], [5.566641, 0.869114, 0.101063], [7.719262, 0.279215, 1.192154], [7.733084, -0.505583, 3.539889], [5.610035, -0.754446, 4.775431], [-2.225625, -3.340674, -0.325801], [-3.273023, -2.798286, 0.649124], [-2.927698, -2.671885, 2.125274], [-3.985309, -2.748293, 3.025517], [-3.792101, -2.666906, 4.393547], [-2.498371, -2.635875, 4.883534], [-1.409708, -2.604539, 4.021391], [-0.027492, -2.778317, 4.610417], [0.147680, -4.196553, 5.167532], [-1.627249, -2.489025, 2.633769], [-0.595994, -2.074334, 1.786305], [0.294636, -2.854065, 1.331573], [1.296996, -2.434345, 0.412856], [2.371551, -3.230491, 0.018507], [3.172063, -2.444182, -0.805741], [2.540007, -1.213452, -0.886532], [1.389837, -1.171069, -0.167437], [-1.484427, -2.584918, -0.576869], [-2.727651, -3.634873, -1.249752], [-1.712222, -4.215783, 0.073946], [-4.151714, -3.445439, 0.598594], [-3.580359, -1.819698, 0.271782], [-4.991721, -2.873525, 2.639883], [-4.637131, -2.668213, 5.069533], [-2.321241, -2.642463, 5.953637], [0.123446, -2.059382, 5.423692], [0.734713, -2.610449, 3.851631], [-0.571639, -4.392770, 5.962210], [1.151610, -4.333327, 5.574033], [-0.013571, -4.934159, 4.380551], [0.321274, -3.919924, 1.593327], [2.536970, -4.255547, 0.313990], [4.098395, -2.716224, -1.285652], [2.931206, -0.360953, -1.411912], [-0.691378, 8.171775, -0.449658], [-1.811364, 7.264371, 0.790935], [-2.550595, 6.172497, 0.365846], [-3.286599, 5.459352, 1.291843], [-3.302571, 5.833482, 2.640602], [-2.605108, 6.979951, 3.025553], [-1.845833, 7.685808, 2.109880], [-4.082966, 5.174873, 3.605294], [-4.255403, 3.938645, 3.632108], [-3.473192, 2.995522, 2.971449], [-4.173573, 1.916302, 2.448146], [-3.599526, 0.971700, 1.607477], [-2.243276, 1.020253, 1.316929], [-1.585936, 0.243765, 0.480825], [-1.476095, 2.036276, 1.954641], [-0.151780, 1.994075, 1.652773], [0.635242, 2.910338, 2.187363], [0.174328, 3.857095, 3.100114], [-1.159887, 3.901820, 3.422942], [-2.052480, 3.017386, 2.792324], [-2.525625, 5.861065, -0.669521], [-3.850087, 4.591824, 0.973226], [-2.628394, 7.274548, 4.067455], [-1.273508, 8.547972, 2.422837], [-5.238088, 1.882715, 2.643629], [-4.229790, 0.212409, 1.170326], [1.680065, 2.892958, 1.908437], [0.868538, 4.556138, 3.545018], [-1.505240, 4.606239, 4.162136], [-3.266743, -3.787381, -11.378112], [-3.105054, -3.089557, -10.054322], [-2.156556, -3.502633, -9.127194], [-2.019520, -2.855602, -7.910096], [-2.835942, -1.775873, -7.591531], [-2.638828, -1.141070, -6.350036], [-3.566055, -0.446989, -5.620742], [-4.710935, -0.238622, -5.958970], [-3.106297, -0.012665, -4.373107], [-1.785251, 0.189222, -3.947507], [-0.798794, 0.682567, -4.807123], [0.488443, 0.811793, -4.321384], [0.756149, 0.470164, -3.007706], [-0.188778, 0.063566, -2.154655], [-1.428656, -0.081211, -2.633367], [-3.784333, -1.343383, -8.512842], [-3.907277, -2.000379, -9.725419], [-2.650483, -4.683772, -11.429490], [-2.977010, -3.128490, -12.199039], [-4.306563, -4.074435, -11.539542], [-1.515706, -4.346325, -9.353415], [-1.276852, -3.197035, -7.197122], [-1.802712, -1.414348, -5.861133], [-3.851696, 0.195169, -3.730494], [-1.039633, 0.958736, -5.823729], [1.281393, 1.191334, -4.950215], [1.763347, 0.534053, -2.636585], [-2.175893, -0.431190, -1.928719], [-4.425475, -0.509874, -8.268918], [-4.644802, -1.655828, -10.441015]],
  "forces_ev_per_angstrom": [[2.57, 0.61, -0.57], [0.01, 0.05, -0.01], [-0.05, -0.06, 0.11], [-0.10, -0.06, -0.35], [-0.19, 0.58, -0.36], [0.57, 0.01, 0.28], [-0.52, -0.84, -0.30], [-0.10, 0.91, -0.33], [0.56, -0.12, 0.40], [-0.46, 0.25, -0.13], [0.56, 0.01, -0.10], [-0.12, -0.39, 0.18], [-0.43, 0.23, -0.22], [0.78, -0.26, 0.25], [0.14, -0.18, 0.31], [-0.02, -0.04, 0.04], [0.01, 0.09, -0.15], [-0.11, -0.04, 0.12], [0.09, -0.06, 0.06], [0.04, 0.12, -0.34], [-0.12, -0.02, 0.02], [-0.06, -0.10, 0.04], [0.03, -0.08, 0.03], [0.00, 0.04, 0.04], [-0.01, -0.01, -0.02], [-0.02, -0.06, -0.02], [0.03, -0.01, -0.02], [0.01, -0.01, -0.01], [0.00, 0.01, 0.01], [0.01, 0.00, 0.00], [0.00, -0.05, -0.02], [-0.16, 0.05, 0.03], [0.16, 0.16, -0.02], [0.08, 0.01, -0.08], [-0.05, -0.05, 0.02], [0.03, -0.01, 0.06], [-0.05, -0.02, -0.06], [0.10, 0.10, -0.07], [-0.12, -0.01, 0.04], [0.07, 0.13, -0.02], [-0.34, -0.15, 0.31], [0.15, 0.33, -0.04], [-0.09, -0.20, -0.01], [0.41, 0.05, -0.25], [-0.23, -0.01, 0.19], [0.08, 0.10, -0.13], [0.17, -0.18, -0.19], [0.34, -0.84, 0.03], [0.08, -0.06, 0.01], [0.02, -0.04, -0.01], [0.02, -0.02, -0.03], [-0.04, 0.08, 0.01], [-0.11, 0.08, 0.02], [0.02, 0.02, -0.04], [0.00, -0.03, 0.00], [0.00, -0.05, 0.00], [0.05, 0.03, -0.05], [0.04, 0.12, 0.01], [-0.01, -0.03, 0.00], [0.00, -0.04, 0.00], [0.01, -0.02, 0.01], [0.01, 0.00, 0.04], [-0.04, 0.00, 0.04], [-0.01, 0.01, -0.02], [-0.13, 0.06, 0.02], [-0.15, -0.04, 0.08], [0.14, 0.09, -0.06], [0.06, 0.09, 0.01], [-0.18, -0.11, 0.24], [0.84, 0.28, -0.77], [-0.14, -0.33, 0.17], [0.10, 0.00, -0.05], [-0.77, -0.46, 0.14], [-0.04, 0.72, 1.11], [0.35, -0.95, -1.04], [-0.04, 0.82, 0.34], [0.54, -0.52, -0.36], [-0.73, 0.43, 0.38], [-2.16, -0.39, 0.19], [-0.23, 0.28, 0.22], [-0.63, 0.51, 0.88], [0.17, -0.31, -0.32], [-0.47, 0.23, 0.26], [0.43, 0.12, -0.05], [-0.23, -0.21, 0.01], [0.00, 0.04, 0.11], [0.01, 0.01, -0.05], [-0.06, 0.08, -0.02], [0.00, 0.00, -0.01], [-0.01, -0.03, 0.02], [0.05, -0.16, -0.06], [-0.02, -0.06, -0.05], [0.04, -0.04, -0.01], [-0.13, 0.10, 0.01], [0.00, 0.08, 0.03], [0.00, -0.04, -0.03], [-0.03, 0.04, -0.03], [-0.01, 0.04, 0.06], [-0.07, -0.01, -0.12], [0.18, 0.03, 0.11], [-0.02, 0.03, 0.29], [-0.03, -0.06, -0.03], [-0.04, -0.02, -0.12], [0.22, -0.07, -0.21], [0.02, 0.02, 0.20], [-0.22, -0.14, -0.09], [0.14, -0.09, -0.02], [-0.25, 0.02, -0.22], [-0.07, -0.27, 0.07], [-0.08, 0.07, 0.00], [0.08, -0.05, 0.03], [-0.01, -0.01, -0.01], [0.00, -0.03, -0.03], [0.01, -0.03, -0.02], [0.00, 0.00, 0.00], [-0.01, -0.01, 0.01], [0.03, -0.01, 0.04], [-0.05, 0.13, -0.04], [-0.05, 0.02, -0.02], [0.02, -0.03, 0.01], [-0.04, 0.08, 0.11], [0.00, 0.03, 0.03], [0.01, -0.02, -0.02], [-0.03, 0.01, 0.03]],
  "mulliken_charge": [-0.846, 0.027, -1.119, 0.381, 0.208, -2.055, 2.653, -1.895, 1.515, -1.441, -0.502, -1.615, 0.157, 1.154, 0.302, -0.409, -0.925, -0.445, -0.953, 0.137, 0.330, 1.083, 0.396, 0.559, 0.512, 0.571, 0.330, 0.436, 0.425, 0.408, 0.410, -1.169, -0.446, 0.624, -0.567, -1.238, -0.500, 0.440, -0.411, -1.456, -0.130, 0.882, -0.477, -0.276, -0.900, -1.458, -0.337, 1.992, -0.154, 0.482, 0.354, 0.581, -0.038, 0.399, 0.399, 0.504, 0.505, -0.081, 0.375, 0.450, 0.301, 0.073, 0.572, 0.473, 0.265, -0.195, 0.007, -0.264, 0.073, -0.288, -0.171, -0.557, -0.639, -0.403, 0.086, -0.427, -0.498, -0.280, 0.032, 0.162, 1.066, 0.107, -1.639, -1.088, 0.966, 0.512, 0.384, 0.475, 0.429, 0.476, 0.399, 0.226, 0.521, 0.648, -1.354, 0.772, -0.808, -0.508, 0.659, 0.019, 0.237, -0.685, -0.028, -1.101, 0.368, -1.673, 0.469, 0.784, -0.499, -0.349, -0.709, 0.333, 0.302, 0.338, 0.280, 0.353, 0.159, 0.262, 0.625, 0.497, -0.055, 0.611, 0.400, 0.358]
}